C9H22O7SV | ωB97M-V with the def2-TZVPD basis set

Calculated values
lowest unoccupied orbital energy: 0.0965 Eh
net charge: -1
HOMO energy: -5.331 eV

Each line ends with the Löwdin charge.
Element x y z (Å)
1 O 3.959 -0.750 0.711  -0.413
2 V 2.444 -0.394 0.514  0.920
3 O 2.183 0.914 -0.365  -0.431
4 C 2.956 -3.355 -1.249  -0.076
5 C 1.593 -2.646 -1.346  -0.585
6 C 0.502 -3.637 -1.691  -0.078
7 O 1.315 -1.918 -0.191  -0.297
8 H 3.291 -3.607 -2.266  0.069
9 H 2.921 -4.232 -0.607  0.075
10 H 3.759 -2.665 -0.981  0.049
11 H 1.690 -1.922 -2.172  0.125
12 H 0.370 -4.489 -1.018  0.074
13 H 0.703 -4.103 -2.662  0.069
14 H -0.466 -3.137 -1.757  0.071
15 C 1.684 2.325 2.367  -0.091
16 C 1.411 1.031 3.116  -0.599
17 C 0.200 1.153 4.016  -0.072
18 O 1.373 -0.104 2.310  -0.288
19 H 2.558 2.259 1.712  0.057
20 H 1.925 3.185 3.001  0.072
21 H 0.889 2.581 1.659  0.056
22 H 2.313 0.921 3.757  0.125
23 H -0.728 1.276 3.445  0.066
24 H 0.356 1.924 4.773  0.069
25 H -0.034 0.237 4.569  0.072
26 O -3.985 1.271 0.764  -0.289
27 S -2.781 0.651 0.300  0.573
28 O -2.275 -0.511 0.930  -0.245
29 O -2.955 0.149 -1.239  -0.251
30 C -3.555 1.060 -2.156  -0.307
31 C -2.614 1.371 -3.299  -0.074
32 C -1.506 1.847 0.049  -0.105
33 H -3.926 1.996 -1.724  0.111
34 H -4.493 0.623 -2.514  0.118
35 H -3.200 1.964 -4.013  0.076
36 H -2.201 0.521 -3.834  0.081
37 H -1.812 2.046 -2.994  0.072
38 H -1.240 2.178 1.051  0.058
39 H -1.944 2.659 -0.526  0.066
40 H -0.681 1.329 -0.439  0.080

---

C9H22Si2 | ωB97M-V with the def2-TZVPD basis set

Calculated values
lowest unoccupied orbital energy: 0.0347 Eh
HOMO energy: -9.386 eV

Each line ends with the Löwdin charge.
Element x y z (Å)
1 C -3.079 -1.908 0.997  -0.261
2 Si -1.522 -1.145 1.988  0.510
3 C -1.142 -2.460 3.358  -0.247
4 Si 0.418 -0.699 0.830  0.584
5 C 1.905 -0.103 1.949  -0.226
6 C 0.509 0.182 -0.840  -0.475
7 C -0.386 1.493 -0.889  -0.166
8 C -0.382 1.910 -2.392  -0.227
9 C 0.979 2.139 -3.025  -0.249
10 C 1.897 0.966 -2.811  -0.171
11 C 1.836 0.569 -1.304  -0.251
12 H -3.270 -2.996 1.260  0.026
13 H -3.945 -1.350 1.369  -0.002
14 H -3.113 -1.991 -0.109  0.012
15 H -2.078 0.155 2.499  -0.050
16 H -1.190 -3.449 2.830  0.044
17 H -0.214 -2.196 3.720  -0.037
18 H -1.952 -2.331 4.115  0.037
19 H 0.735 -1.956 0.257  -0.043
20 H 2.011 1.032 1.758  0.049
21 H 1.916 -0.186 3.008  -0.007
22 H 2.885 -0.381 1.646  0.001
23 H 0.155 -0.447 -1.513  0.044
24 H 0.026 2.254 -0.270  0.098
25 H -1.436 1.222 -0.710  0.103
26 H -1.106 2.731 -2.744  0.122
27 H -0.853 1.078 -3.022  0.123
28 H 0.943 2.386 -4.109  0.114
29 H 1.378 3.075 -2.563  0.121
30 H 1.495 0.071 -3.405  0.145
31 H 2.852 1.198 -3.100  0.072
32 H 2.596 -0.205 -1.137  0.113
33 H 2.152 1.251 -0.541  0.094

---

C9H23BBrF3N4O12P3 | ωB97M-V with the def2-TZVPD basis set

Calculated values
lowest unoccupied orbital energy: -0.1548 Eh
net charge: +1
HOMO energy: -12.119 eV

Each line ends with the Löwdin charge.
Element x y z (Å)
1 N 2.864 -2.663 2.104  0.207
2 B 2.133 -1.637 2.808  -0.525
3 O 1.636 -1.894 4.064  0.169
4 C 1.835 -0.153 2.237  -0.339
5 O 3.002 0.578 2.557  0.070
6 N 0.593 0.384 2.890  0.171
7 C -0.203 0.975 1.929  -0.401
8 N -1.470 1.254 2.082  -0.395
9 Br -2.393 1.950 0.612  0.997
10 P -2.376 0.970 3.541  0.339
11 O -3.136 -0.263 3.373  -0.224
12 O -1.380 0.884 4.748  -0.069
13 O -3.332 2.196 3.791  -0.089
14 N 0.516 1.178 0.735  -0.021
15 C 1.177 2.502 0.968  -0.116
16 C 2.441 2.723 0.146  -0.044
17 C 3.014 4.118 0.377  -0.620
18 F 4.066 4.118 1.199  0.155
19 F 2.101 4.977 0.861  0.141
20 F 3.432 4.613 -0.796  0.150
21 C 1.315 -0.041 0.779  -0.220
22 P 2.318 -0.444 -0.686  0.474
23 O 2.047 0.460 -1.804  -0.230
24 O 1.858 -1.916 -1.157  -0.109
25 O 3.877 -0.490 -0.381  -0.090
26 H 3.843 -2.719 2.362  0.104
27 H 2.776 -2.617 1.100  0.041
28 H 2.340 -2.321 4.573  0.123
29 H 2.969 0.772 3.503  0.127
30 H 0.746 1.030 3.659  0.157
31 H -1.738 0.326 5.455  0.129
32 H -4.224 1.843 3.628  0.115
33 H 1.403 2.722 2.016  0.136
34 H 0.462 3.262 0.653  0.122
35 H 2.188 2.661 -0.909  0.126
36 H 3.232 2.014 0.382  0.113
37 H 0.569 -0.845 0.770  0.131
38 H 2.637 -2.487 -1.222  0.097
39 H 4.359 -0.433 -1.221  0.117
40 C -5.000 -1.984 -4.794  -0.084
41 O -4.348 -2.167 -3.527  -0.263
42 P -3.428 -0.943 -3.004  0.502
43 O -4.313 0.229 -2.937  -0.240
44 O -2.437 -0.922 -4.308  -0.245
45 C -1.788 -2.122 -4.746  -0.116
46 O -2.244 -0.505 -1.957  -0.242
47 C -1.116 -1.354 -1.688  -0.100
48 H -6.063 -2.157 -4.642  0.098
49 H -4.849 -0.988 -5.200  0.092
50 H -4.612 -2.723 -5.494  0.090
51 H -2.000 -2.266 -5.804  0.091
52 H -2.132 -3.001 -4.199  0.085
53 H -0.711 -2.017 -4.615  0.082
54 H -0.324 -1.147 -2.406  0.079
55 H -1.374 -2.412 -1.712  0.100
56 H -0.756 -1.106 -0.693  0.053

---

C9H23BINO3 | ωB97M-V with the def2-TZVPD basis set

Calculated values
lowest unoccupied orbital energy: -0.0157 Eh
HOMO energy: -6.777 eV

Each line ends with the Löwdin charge.
Element x y z (Å)
1 C 1.160 3.847 1.857  0.031
2 C 0.288 2.695 1.525  -0.582
3 O -0.429 2.254 2.328  0.144
4 O 0.335 2.089 0.335  -0.052
5 C 0.304 2.956 -0.830  -0.206
6 C 1.702 3.216 -1.345  -0.285
7 B 2.161 2.076 -2.438  -0.944
8 I 4.039 1.012 -1.763  0.437
9 H 0.617 4.518 2.500  0.091
10 H 2.012 3.489 2.404  0.100
11 H 1.522 4.399 1.009  0.072
12 H -0.242 2.444 -1.600  0.098
13 H -0.263 3.856 -0.611  0.123
14 H 2.366 3.159 -0.503  0.039
15 H 1.759 4.204 -1.773  0.083
16 H 2.382 2.580 -3.514  -0.017
17 H 1.306 1.224 -2.602  -0.024
18 C -2.371 -2.640 0.968  0.012
19 N -1.079 -2.962 0.278  -0.367
20 C -1.245 -4.267 -0.426  -0.001
21 C 0.004 -3.091 1.292  0.019
22 C -0.724 -1.923 -0.767  -0.086
23 C -0.437 -0.545 -0.239  -0.228
24 O -1.576 -0.012 0.408  -0.066
25 H -2.695 -3.534 1.501  0.107
26 H -2.209 -1.836 1.674  0.103
27 H -3.106 -2.359 0.221  0.115
28 H -1.487 -5.030 0.308  0.107
29 H -0.313 -4.512 -0.929  0.113
30 H -2.051 -4.169 -1.149  0.114
31 H 0.078 -2.164 1.852  0.111
32 H 0.940 -3.301 0.779  0.121
33 H -0.252 -3.907 1.964  0.112
34 H -1.561 -1.900 -1.465  0.144
35 H 0.160 -2.299 -1.282  0.146
36 H -0.166 0.087 -1.089  0.115
37 H 0.413 -0.547 0.449  0.128
38 H -1.342 0.894 0.674  0.074

---

C9H23BN2O10PS4 | ωB97M-V with the def2-TZVPD basis set

Calculated values
lowest unoccupied orbital energy: 0.0876 Eh
net charge: -1
HOMO energy: -5.552 eV

Each line ends with the Löwdin charge.
Element x y z (Å)
1 C 2.925 1.169 3.482  -0.310
2 P 3.254 2.535 2.356  0.797
3 O 4.064 1.757 1.149  -0.365
4 S 1.403 3.027 1.339  0.306
5 O 1.857 4.095 0.492  -0.408
6 O 0.481 3.417 2.384  -0.391
7 N 0.831 1.899 0.332  -0.351
8 S -0.133 0.774 0.946  0.486
9 O -0.435 -0.131 -0.145  -0.371
10 O 0.331 0.119 2.143  -0.351
11 B -1.794 1.574 1.358  -0.653
12 N -2.181 1.756 2.748  0.135
13 O -2.621 1.905 0.335  0.119
14 H 1.947 1.271 3.931  0.034
15 H 3.686 1.151 4.257  0.024
16 H 2.924 0.219 2.964  0.031
17 H 4.437 2.463 0.600  0.048
18 H -2.481 2.726 2.825  0.077
19 H -3.005 1.207 2.979  0.070
20 H -2.116 2.310 -0.386  0.125
21 C 3.724 -1.968 -1.055  -0.212
22 C 5.188 -2.392 -0.870  -0.219
23 C 6.002 -1.719 -1.982  -0.228
24 S 5.117 -0.204 -2.398  0.664
25 O 4.653 -0.313 -3.760  -0.331
26 O 5.900 0.935 -1.984  -0.335
27 C 3.751 -0.461 -1.279  -0.221
28 H 3.114 -2.224 -0.191  0.119
29 H 3.299 -2.469 -1.928  0.117
30 H 5.543 -2.052 0.104  0.115
31 H 5.304 -3.475 -0.901  0.107
32 H 7.008 -1.454 -1.667  0.096
33 H 6.044 -2.328 -2.883  0.097
34 H 2.838 -0.068 -1.721  0.117
35 H 3.975 0.072 -0.356  0.078
36 C -4.888 -1.544 0.020  -0.213
37 C -5.734 -2.310 -1.007  -0.219
38 C -6.839 -1.359 -1.484  -0.227
39 S -6.170 0.307 -1.313  0.666
40 O -6.951 1.006 -0.322  -0.327
41 O -5.968 0.877 -2.621  -0.330
42 C -4.607 -0.177 -0.596  -0.224
43 H -3.961 -2.065 0.251  0.119
44 H -5.450 -1.425 0.948  0.118
45 H -5.106 -2.599 -1.851  0.115
46 H -6.157 -3.221 -0.587  0.108
47 H -7.110 -1.516 -2.525  0.096
48 H -7.726 -1.418 -0.857  0.098
49 H -4.287 0.569 0.125  0.082
50 H -3.877 -0.248 -1.401  0.119

---

C9H23F4O6PS2 | ωB97M-V with the def2-TZVPD basis set

Calculated values
lowest unoccupied orbital energy: 0.0205 Eh
HOMO energy: -9.621 eV

Each line ends with the Löwdin charge.
Element x y z (Å)
1 F -2.865 -0.496 -0.674  -0.104
2 C -3.361 -1.208 -1.793  -0.257
3 C -4.181 -2.479 -1.258  -0.371
4 P -2.915 -3.918 -1.154  0.851
5 C -1.497 -5.246 -1.101  -0.646
6 F -0.968 -5.265 0.207  -0.001
7 F -0.443 -4.748 -1.895  -0.002
8 F -1.892 -6.509 -1.498  0.044
9 H -3.936 -0.586 -2.529  0.115
10 H -2.454 -1.614 -2.353  0.097
11 H -5.004 -2.668 -2.020  0.079
12 H -4.681 -2.259 -0.261  0.086
13 H -3.128 -4.204 -2.548  0.047
14 H -1.919 -2.960 -0.723  0.046
15 H -3.702 -4.655 -0.215  0.036
16 C -0.968 1.495 0.001  -0.086
17 C -0.459 2.625 -0.874  -0.252
18 O -1.147 3.853 -0.610  -0.266
19 S -0.758 4.681 0.718  0.595
20 C -1.596 6.181 0.295  -0.126
21 O 0.659 4.924 0.718  -0.282
22 O -1.423 4.089 1.847  -0.280
23 H -0.717 1.665 1.049  0.075
24 H -0.524 0.545 -0.302  0.069
25 H -2.052 1.416 -0.064  0.066
26 H 0.620 2.756 -0.761  0.116
27 H -0.646 2.380 -1.922  0.121
28 H -1.124 6.612 -0.586  0.073
29 H -1.509 6.860 1.142  0.075
30 H -2.645 5.955 0.105  0.073
31 C 4.769 1.362 2.112  -0.074
32 C 5.228 0.030 1.547  -0.266
33 O 4.196 -0.958 1.616  -0.265
34 S 2.996 -0.890 0.540  0.595
35 C 2.315 -2.490 0.864  -0.117
36 O 3.557 -0.883 -0.785  -0.279
37 O 2.049 0.105 0.963  -0.282
38 H 3.995 1.810 1.488  0.071
39 H 5.605 2.063 2.168  0.081
40 H 4.347 1.233 3.111  0.086
41 H 5.588 0.139 0.520  0.116
42 H 6.062 -0.345 2.143  0.121
43 H 3.046 -3.247 0.586  0.076
44 H 1.413 -2.596 0.263  0.069
45 H 2.067 -2.558 1.923  0.077